Entry 1:
This record from the OMol25 dataset describes 6 unconnected molecules or ions with the total composition CH15N2O5. The level of theory is ωB97M-V/def2-TZVPD.

Geometry (Å):
N (-0.00526, -1.31277, -0.37191)
C (1.26810, -1.14499, -0.39379)
N (1.63511, 0.17631, -0.56015)
H (-0.64956, -0.56998, -0.72479)
H (-0.42264, -2.08877, 0.09999)
H (1.92761, -1.97865, -0.35432)
H (2.59347, 0.52373, -0.41842)
H (0.88500, 0.83123, -0.73413)
H (-1.35679, 2.33092, -2.32489)
H (-0.70316, 3.63994, -1.84203)
O (-0.75928, 2.68667, -1.63538)
H (2.64903, -3.44194, 2.74382)
H (1.42961, -3.26405, 2.19920)
O (2.33773, -3.14570, 1.93151)
H (-6.07041, 0.88505, 1.62890)
H (-7.08243, 1.96737, 1.46186)
O (-6.26993, 1.69095, 1.04620)
H (5.40378, -0.23749, -0.08653)
H (5.61312, 1.23903, -0.22049)
O (4.99939, 0.64295, 0.24256)
H (-3.37891, -0.41277, -0.26606)
H (-2.60447, 0.85190, -0.88208)
O (-2.46426, -0.05616, -0.50900)

Cartesian forces, eV/Å:
N -1.7 0.0 -0.6
C 0.5 4.7 -0.5
N 0.9 -2.8 0.1
H 0.2 -0.9 1.0
H -0.2 -0.6 -0.4
H 0.8 -0.2 0.7
H -0.5 -0.5 -0.4
H 0.2 0.3 0.2
H 0.6 0.4 0.4
H 0.0 -0.6 0.2
O -0.5 0.0 -0.7
H 2.3 -0.8 2.3
H -1.1 0.2 -0.7
O -1.2 0.7 -1.7
H -0.2 1.7 -1.4
H -0.6 0.5 0.0
O 0.8 -2.2 1.4
H -1.1 1.8 1.1
H -0.4 0.2 0.4
O 1.3 -2.1 -1.5
H 1.9 0.9 -0.6
H -0.1 -1.2 0.7
O -1.8 0.5 -0.1

The total energy is -14491.7653 eV. Its net charge is +1.

Entry 2:
This record from the OMol25 dataset describes 2 unconnected molecules or ions with the total composition C2H9N7. The level of theory is ωB97M-V/def2-TZVPD.

Geometry (Å):
H (-1.59279, -2.07499, -0.44422)
N (-1.66411, -1.21894, -1.01936)
N (-1.85542, -0.17899, -0.39584)
N (-2.19542, 0.09613, 0.75891)
C (-1.76278, 0.66680, 1.79432)
H (-0.70051, 0.79372, 1.96940)
H (-2.47664, 1.01246, 2.52410)
N (0.78743, -1.48799, 0.65889)
N (1.09949, -0.11562, 0.62551)
C (1.11398, 0.48335, -0.50122)
N (1.30763, 1.85755, -0.50198)
N (0.98185, -0.11956, -1.74557)
H (1.13954, -1.83923, 1.54407)
H (1.22733, -1.99722, -0.10704)
H (1.84475, 2.20325, -1.28371)
H (1.64088, 2.20081, 0.38669)
H (0.85490, 0.54419, -2.49606)
H (0.24989, -0.82573, -1.76688)

Cartesian forces, eV/Å:
H -0.3 0.3 0.5
N 0.3 -1.3 -0.3
N 0.9 1.3 -2.1
N -1.7 -0.2 2.0
C 0.6 -0.2 0.0
H 0.2 0.1 -0.1
H -0.2 -0.1 0.1
N -0.1 -0.1 -0.2
N 0.0 0.2 0.3
C 0.0 -0.5 0.0
N 0.0 0.3 -0.2
N 0.2 0.0 0.1
H 0.0 0.0 -0.3
H 0.1 0.0 0.1
H 0.0 0.0 0.1
H 0.1 -0.1 -0.1
H -0.1 -0.1 0.0
H 0.0 0.1 0.0

The total energy is -12646.9743 eV. The SMILES is [H]/N=N\N=C.NN=C(N)N.

Entry 3:
This record from the OMol25 dataset describes C7H14OS in the gas phase. The level of theory is ωB97M-V/def2-TZVPD.

Geometry (Å):
C (-0.04531, -1.67347, -1.35142)
C (-1.35177, -1.65627, -0.56095)
C (-0.94557, 2.29830, 1.75085)
C (1.27087, -0.85728, -0.67568)
C (0.17232, 1.56152, 1.18693)
C (1.45229, 0.66298, -0.87420)
C (0.38841, 1.66048, -0.34326)
O (1.53220, -2.13646, -3.22977)
S (0.15969, -2.38555, -2.79557)
H (-1.14089, -1.60876, 0.49276)
H (-1.91270, -0.84623, -0.91824)
H (-1.98050, -2.57378, -0.81073)
H (-1.81144, 2.11019, 1.16737)
H (-0.90871, 3.43655, 1.62970)
H (-0.76027, 2.06817, 2.83481)
H (2.12742, -1.39126, -1.08383)
H (1.16963, -1.11080, 0.41649)
H (1.07506, 1.97569, 1.70785)
H (0.05644, 0.45940, 1.37382)
H (1.38905, 0.67427, -1.93280)
H (2.48207, 0.90367, -0.39150)
H (-0.60776, 1.69109, -0.90972)
H (0.80581, 2.66287, -0.67747)

Cartesian forces, eV/Å:
C 1.8 4.5 6.9
C 1.1 -2.6 -1.8
C 0.3 2.6 1.2
C -2.5 -1.9 0.8
C 2.5 -0.7 -1.8
C -0.1 -0.7 1.1
C 0.0 1.1 -0.7
O 2.6 0.6 -0.5
S -2.7 -3.1 -4.3
H -0.1 0.1 0.4
H -1.1 1.5 -0.1
H 0.8 0.9 0.5
H -1.6 -0.9 0.6
H 0.7 -1.3 0.2
H -1.9 0.4 -0.7
H 0.1 0.3 0.2
H 0.2 0.1 -0.9
H -0.2 -1.0 -0.5
H 0.2 1.0 0.3
H 0.9 1.0 -1.2
H -1.6 -0.2 -1.2
H 1.2 -0.8 0.7
H -0.4 -0.8 0.8

The total energy is -20363.7483 eV. Its multiplicity is 3. The expectation value of S² is 2.009.

Entry 4:
This record from the OMol25 dataset describes C3H7F in the gas phase. The level of theory is ωB97M-V/def2-TZVPD.

Geometry (Å):
C (-0.54714, 1.25758, -0.12586)
C (-0.30963, -0.21426, 0.24956)
C (1.00619, -1.11462, 0.04481)
F (-1.39618, -0.99691, -0.25925)
H (-0.14788, 2.27639, 0.45546)
H (-1.73336, 1.34285, -0.29677)
H (0.19893, 1.63209, -1.11281)
H (-0.55762, -0.20991, 1.37330)
H (0.77857, -1.31303, -1.01864)
H (0.65848, -2.06413, 0.33903)
H (2.04964, -0.59605, 0.35117)

Cartesian forces, eV/Å:
C 1.4 3.4 -3.1
C -0.2 -0.2 4.1
C -1.2 3.5 -1.8
F 1.0 0.7 -0.3
H -1.2 -3.4 -0.2
H 3.0 0.1 0.0
H -2.8 -1.6 1.9
H 0.5 -0.2 -1.3
H 1.6 0.5 -0.4
H 0.6 -1.2 1.8
H -2.7 -1.7 -0.8

The total energy is -5939.4911 eV. The SMILES is CC(C)F.

What did the first record say?
This record from the OMol25 dataset describes 6 unconnected molecules or ions with the total composition CH15N2O5. The level of theory is ωB97M-V/def2-TZVPD.

Geometry (Å):
N (-0.00526, -1.31277, -0.37191)
C (1.26810, -1.14499, -0.39379)
N (1.63511, 0.17631, -0.56015)
H (-0.64956, -0.56998, -0.72479)
H (-0.42264, -2.08877, 0.09999)
H (1.92761, -1.97865, -0.35432)
H (2.59347, 0.52373, -0.41842)
H (0.88500, 0.83123, -0.73413)
H (-1.35679, 2.33092, -2.32489)
H (-0.70316, 3.63994, -1.84203)
O (-0.75928, 2.68667, -1.63538)
H (2.64903, -3.44194, 2.74382)
H (1.42961, -3.26405, 2.19920)
O (2.33773, -3.14570, 1.93151)
H (-6.07041, 0.88505, 1.62890)
H (-7.08243, 1.96737, 1.46186)
O (-6.26993, 1.69095, 1.04620)
H (5.40378, -0.23749, -0.08653)
H (5.61312, 1.23903, -0.22049)
O (4.99939, 0.64295, 0.24256)
H (-3.37891, -0.41277, -0.26606)
H (-2.60447, 0.85190, -0.88208)
O (-2.46426, -0.05616, -0.50900)

Cartesian forces, eV/Å:
N -1.7 0.0 -0.6
C 0.5 4.7 -0.5
N 0.9 -2.8 0.1
H 0.2 -0.9 1.0
H -0.2 -0.6 -0.4
H 0.8 -0.2 0.7
H -0.5 -0.5 -0.4
H 0.2 0.3 0.2
H 0.6 0.4 0.4
H 0.0 -0.6 0.2
O -0.5 0.0 -0.7
H 2.3 -0.8 2.3
H -1.1 0.2 -0.7
O -1.2 0.7 -1.7
H -0.2 1.7 -1.4
H -0.6 0.5 0.0
O 0.8 -2.2 1.4
H -1.1 1.8 1.1
H -0.4 0.2 0.4
O 1.3 -2.1 -1.5
H 1.9 0.9 -0.6
H -0.1 -1.2 0.7
O -1.8 0.5 -0.1

The total energy is -14491.7653 eV. Its net charge is +1.

Copy entry 1 word for word.
This record from the OMol25 dataset describes 6 unconnected molecules or ions with the total composition CH15N2O5. The level of theory is ωB97M-V/def2-TZVPD.

Geometry (Å):
N (-0.00526, -1.31277, -0.37191)
C (1.26810, -1.14499, -0.39379)
N (1.63511, 0.17631, -0.56015)
H (-0.64956, -0.56998, -0.72479)
H (-0.42264, -2.08877, 0.09999)
H (1.92761, -1.97865, -0.35432)
H (2.59347, 0.52373, -0.41842)
H (0.88500, 0.83123, -0.73413)
H (-1.35679, 2.33092, -2.32489)
H (-0.70316, 3.63994, -1.84203)
O (-0.75928, 2.68667, -1.63538)
H (2.64903, -3.44194, 2.74382)
H (1.42961, -3.26405, 2.19920)
O (2.33773, -3.14570, 1.93151)
H (-6.07041, 0.88505, 1.62890)
H (-7.08243, 1.96737, 1.46186)
O (-6.26993, 1.69095, 1.04620)
H (5.40378, -0.23749, -0.08653)
H (5.61312, 1.23903, -0.22049)
O (4.99939, 0.64295, 0.24256)
H (-3.37891, -0.41277, -0.26606)
H (-2.60447, 0.85190, -0.88208)
O (-2.46426, -0.05616, -0.50900)

Cartesian forces, eV/Å:
N -1.7 0.0 -0.6
C 0.5 4.7 -0.5
N 0.9 -2.8 0.1
H 0.2 -0.9 1.0
H -0.2 -0.6 -0.4
H 0.8 -0.2 0.7
H -0.5 -0.5 -0.4
H 0.2 0.3 0.2
H 0.6 0.4 0.4
H 0.0 -0.6 0.2
O -0.5 0.0 -0.7
H 2.3 -0.8 2.3
H -1.1 0.2 -0.7
O -1.2 0.7 -1.7
H -0.2 1.7 -1.4
H -0.6 0.5 0.0
O 0.8 -2.2 1.4
H -1.1 1.8 1.1
H -0.4 0.2 0.4
O 1.3 -2.1 -1.5
H 1.9 0.9 -0.6
H -0.1 -1.2 0.7
O -1.8 0.5 -0.1

The total energy is -14491.7653 eV. Its net charge is +1.